1.
Entry from the OMol25 dataset: C31H61NO11Rb2 as an isolated structure at a distorted geometry (the ωB97M-V functional and the def2-TZVPD basis).

```
106
Properties=species:S:1:pos:R:3
Rb -3.682 2.304 -0.553
Rb 0.048 0.314 -0.537
O 0.279 4.917 -1.299
C 0.123 3.763 -0.704
O 1.125 3.304 -0.167
O -1.016 3.193 -0.719
H 1.131 5.051 -0.878
C -1.284 -2.908 -1.883
C -2.237 -2.992 -0.656
C -1.544 -4.108 0.334
C -2.268 -4.184 1.650
C -2.210 -2.733 2.267
C -2.810 -1.553 1.416
N -2.306 -1.632 0.004
O -2.749 -0.568 -0.847
C -2.329 -0.259 2.145
C -4.312 -1.638 1.511
C -3.583 -3.547 -1.148
H -1.750 -2.339 -2.687
H -0.998 -3.879 -2.288
H -0.385 -2.369 -1.584
H -0.484 -3.856 0.385
H -1.607 -5.094 -0.126
H -1.757 -4.853 2.342
H -3.325 -4.447 1.635
H -1.188 -2.514 2.579
H -2.764 -2.804 3.203
H -2.565 0.656 1.601
H -1.259 -0.284 2.349
H -2.791 -0.087 3.117
H -4.658 -1.677 2.544
H -4.678 -2.529 1.001
H -4.762 -0.736 1.095
H -3.420 -4.221 -1.989
H -4.271 -2.733 -1.375
H -4.074 -4.227 -0.450
C -0.723 2.887 2.623
C -1.059 3.306 4.029
O -1.374 4.452 4.327
C -1.037 2.272 5.105
H 0.024 3.609 2.292
H -1.581 3.076 1.978
H -0.487 1.826 2.541
H -1.462 2.563 6.066
H -0.014 1.930 5.259
H -1.613 1.389 4.829
C 4.108 -2.517 0.391
C 2.747 -2.028 0.278
O 2.501 -1.111 -0.543
C 1.735 -2.566 1.189
H 4.696 -2.079 -0.415
H 4.152 -3.588 0.190
H 4.585 -2.319 1.351
H 2.101 -2.271 2.172
H 1.689 -3.653 1.119
H 0.715 -2.234 0.994
C 2.594 1.297 4.075
C 2.462 1.122 2.556
O 1.493 0.509 2.112
C 3.511 1.757 1.690
H 2.455 2.355 4.296
H 3.523 0.858 4.440
H 1.709 0.800 4.473
H 3.363 2.829 1.566
H 3.441 1.387 0.667
H 4.534 1.550 2.004
C 1.812 -1.777 4.828
C 0.882 -2.167 5.914
O 0.688 -1.509 6.932
C 0.117 -3.463 5.766
H 2.620 -1.153 5.210
H 1.359 -1.191 4.028
H 2.360 -2.551 4.291
H 0.361 -4.103 6.614
H 0.274 -3.977 4.817
H -0.959 -3.297 5.806
C 2.429 3.398 -4.510
C 2.399 4.426 -5.594
O 3.344 5.181 -5.710
C 1.228 4.425 -6.563
H 1.653 3.444 -3.746
H 3.273 3.598 -3.850
H 2.529 2.385 -4.900
H 1.396 3.753 -7.405
H 1.063 5.421 -6.974
H 0.290 4.147 -6.083
C 2.956 -0.963 -3.824
C 1.455 -0.935 -3.882
O 0.741 -0.070 -3.299
C 0.726 -1.965 -4.755
H 3.199 -0.622 -2.818
H 3.413 -0.221 -4.479
H 3.341 -1.971 -3.979
H 0.661 -1.780 -5.827
H -0.317 -2.061 -4.452
H 1.301 -2.887 -4.664
C -1.908 4.539 -4.265
C -2.472 3.174 -4.035
O -3.670 3.052 -3.778
C -1.526 1.958 -4.168
H -0.835 4.607 -4.085
H -2.380 5.164 -3.507
H -2.235 4.928 -5.229
H -1.286 1.931 -5.231
H -2.059 1.019 -4.017
H -0.651 1.972 -3.518
```

## Properties
**Energy relative to the best compared isomer or geometry (same formula, charge and spin)**: 0.000 eV
**Orbital gap**: 5.703 eV
**Electronic energy**: -58459.437 eV



2.
Entry from the OMol25 dataset: C31H62BN3O13P2SSi2 as an isolated structure at a distorted geometry (the ωB97M-V functional and the def2-TZVPD basis).

```
115
Properties=species:S:1:pos:R:3
C 8.997 -0.582 0.942
C 10.142 0.326 0.442
C 9.717 1.755 0.101
C 9.492 2.717 1.311
C 10.049 2.228 2.659
Si 7.683 3.261 1.426
O 6.768 1.984 0.854
Si 5.115 2.127 0.808
C 4.614 1.754 -0.981
N 5.700 2.080 -1.931
C 5.146 2.403 -3.248
C 4.311 0.801 1.881
C 2.889 1.260 2.161
C 1.971 1.205 1.113
C 0.667 1.651 1.304
C 0.310 2.146 2.551
C 1.210 2.168 3.600
C 2.518 1.722 3.418
N 4.492 3.696 1.366
C 3.975 4.414 0.556
S 3.106 5.258 -0.440
B 7.306 3.629 3.372
O 8.069 4.501 4.101
O 6.269 2.970 4.047
N 7.404 4.776 0.531
C 7.883 5.940 1.251
C 6.788 6.811 1.833
O 9.036 6.219 1.370
C 7.924 4.773 -0.826
C 6.923 5.056 -1.919
O 9.074 4.611 -1.110
H 9.290 -1.212 1.782
H 8.097 -0.040 1.232
H 8.715 -1.275 0.146
H 10.510 -0.118 -0.487
H 10.969 0.257 1.145
H 10.514 2.182 -0.512
H 8.854 1.686 -0.565
H 10.025 3.639 1.072
H 10.212 3.108 3.282
H 9.388 1.523 3.170
H 11.033 1.770 2.562
H 3.665 2.217 -1.248
H 4.442 0.666 -1.022
H 6.320 1.285 -1.985
H 5.930 2.839 -3.867
H 4.713 1.513 -3.721
H 4.375 3.164 -3.141
H 4.876 0.719 2.812
H 4.332 -0.174 1.395
H 2.235 0.827 0.133
H -0.029 1.608 0.477
H -0.704 2.514 2.656
H 0.934 2.554 4.573
H 3.229 1.746 4.232
H 8.173 4.181 5.006
H 5.622 3.631 4.323
H 5.912 6.685 1.195
H 6.514 6.393 2.803
H 7.090 7.850 1.879
H 7.215 4.551 -2.833
H 6.943 6.131 -2.119
H 5.913 4.777 -1.636
O -4.139 -1.782 -0.944
P -4.870 -0.501 -1.138
O -3.711 0.543 -1.633
C -3.169 0.396 -2.943
C -4.161 0.775 -4.030
O -5.042 -0.026 0.418
C -4.797 -0.923 1.501
C -3.353 -0.856 1.960
O -6.094 0.544 -1.540
C -7.337 0.060 -2.075
C -8.015 -0.923 -1.152
H -2.813 -0.629 -3.085
H -2.303 1.056 -2.994
H -4.968 0.038 -4.096
H -3.670 0.814 -5.003
H -4.616 1.742 -3.820
H -5.076 -1.940 1.228
H -5.456 -0.624 2.318
H -2.655 -0.876 1.123
H -3.120 -1.689 2.626
H -3.172 0.076 2.498
H -7.159 -0.396 -3.054
H -7.970 0.933 -2.233
H -7.417 -1.833 -1.034
H -8.988 -1.212 -1.549
H -8.149 -0.494 -0.160
O -9.306 -6.516 -2.546
P -9.909 -6.203 -1.226
O -10.104 -4.595 -1.185
C -11.091 -4.003 -2.027
C -12.506 -4.300 -1.562
O -8.610 -6.314 -0.239
C -7.378 -6.847 -0.718
C -6.458 -5.770 -1.281
O -10.897 -6.546 0.040
C -11.670 -7.763 -0.012
C -10.799 -8.994 -0.171
H -10.947 -4.334 -3.060
H -10.916 -2.928 -1.999
H -12.757 -5.352 -1.721
H -13.228 -3.701 -2.118
H -12.616 -4.093 -0.498
H -7.566 -7.625 -1.458
H -6.889 -7.330 0.130
H -6.982 -5.083 -1.944
H -5.639 -6.229 -1.836
H -6.029 -5.167 -0.478
H -12.392 -7.699 -0.832
H -12.235 -7.816 0.918
H -10.269 -8.985 -1.130
H -11.405 -9.899 -0.132
H -10.046 -9.035 0.615
```

## Properties
**Orbital gap**: 8.755 eV
**Electronic energy**: -110093.624 eV



3.
Entry from the OMol25 dataset: a 3-piece molecular cluster, C31H62F3IN2O9Si overall at a distorted geometry (the ωB97M-V functional and the def2-TZVPD basis).

```
109
Properties=species:S:1:pos:R:3
C -3.254 1.629 3.072
C -2.465 0.971 1.903
C -3.409 0.033 1.150
C -1.269 0.214 2.472
C -0.142 -0.100 1.481
C 0.816 -1.088 2.165
C 0.504 1.260 1.211
O 1.346 1.328 0.037
C 1.060 2.368 -0.751
I 1.045 4.342 0.363
O -0.251 2.321 -1.334
C -0.214 3.164 -2.413
O -1.161 3.437 -3.072
O 1.063 3.585 -2.613
C 1.874 2.557 -2.047
C 1.767 1.210 -2.804
C 1.473 1.239 -4.318
O 2.116 2.245 -5.070
Si 1.387 2.517 -6.557
C 1.886 4.230 -7.100
C -0.475 2.495 -6.481
C 1.993 1.331 -7.888
C 3.338 2.899 -1.737
C 3.768 4.385 -1.912
C 4.906 4.510 -2.848
F 6.089 4.050 -2.360
C 4.873 4.940 -4.106
F 5.585 4.434 -5.102
F 4.103 5.945 -4.489
H -2.710 1.534 4.005
H -3.342 2.698 2.893
H -4.243 1.204 3.168
H -2.189 1.773 1.226
H -3.648 -0.843 1.736
H -2.988 -0.232 0.182
H -4.342 0.552 0.956
H -0.829 0.753 3.310
H -1.635 -0.733 2.864
H -0.488 -0.470 0.520
H 1.428 -0.583 2.903
H 0.195 -1.817 2.677
H 1.441 -1.649 1.481
H -0.311 1.957 1.101
H 1.064 1.590 2.082
H 2.668 0.632 -2.641
H 0.945 0.624 -2.407
H 0.390 1.285 -4.432
H 1.798 0.266 -4.687
H 2.958 4.349 -7.127
H 1.422 4.472 -8.049
H 1.502 4.920 -6.352
H -0.810 1.472 -6.297
H -0.872 3.076 -5.655
H -0.922 2.791 -7.424
H 2.590 0.506 -7.516
H 1.135 0.952 -8.436
H 2.575 1.895 -8.610
H 3.496 2.644 -0.694
H 4.018 2.271 -2.296
H 2.955 5.046 -2.175
H 4.126 4.717 -0.939
C 6.651 -1.647 -1.123
O 6.994 -2.897 -0.571
C 8.018 -2.847 0.413
C 7.464 -3.151 1.785
N 6.613 -2.082 2.303
C 5.839 -2.494 3.473
C 4.848 -3.635 3.275
O 3.705 -3.310 2.502
C 3.902 -3.313 1.097
H 6.020 -1.839 -1.991
H 6.087 -1.022 -0.419
H 7.538 -1.104 -1.449
H 8.545 -1.889 0.396
H 8.737 -3.630 0.156
H 8.294 -3.296 2.482
H 6.926 -4.103 1.698
H 5.973 -1.774 1.585
H 5.279 -1.629 3.836
H 6.544 -2.768 4.265
H 4.448 -3.904 4.256
H 5.339 -4.534 2.888
H 4.632 -4.063 0.787
H 4.214 -2.325 0.746
H 2.946 -3.540 0.623
C -10.673 -1.715 2.715
O -10.084 -1.933 3.981
C -9.721 -3.282 4.243
C -8.219 -3.460 4.257
N -7.651 -3.310 2.924
C -6.196 -3.202 2.885
C -5.529 -2.036 3.605
O -5.766 -0.769 3.023
C -6.987 -0.150 3.388
H -11.083 -0.707 2.717
H -9.944 -1.788 1.900
H -11.486 -2.422 2.528
H -10.192 -3.962 3.528
H -10.104 -3.525 5.238
H -7.983 -4.461 4.631
H -7.811 -2.728 4.967
H -8.046 -2.486 2.492
H -5.910 -3.141 1.832
H -5.773 -4.134 3.273
H -4.449 -2.194 3.530
H -5.760 -2.013 4.677
H -7.279 -0.395 4.412
H -7.796 -0.417 2.703
H -6.842 0.929 3.316
```

## Properties
**Energy relative to the best compared isomer or geometry (same formula, charge and spin)**: 0.609 eV
**Orbital gap**: 8.918 eV
**Electronic energy**: -78688.080 eV



4.
Entry from the OMol25 dataset: C31H62GeN6OS4Si3Sr as an isolated structure (the ωB97M-V functional and the def2-TZVPD basis).

```
109
Properties=species:S:1:pos:R:3
Sr -0.617 -0.504 0.119
C 2.296 -2.632 -3.265
C 1.474 -2.169 -2.102
N 0.710 -1.135 -2.109
N 0.556 -0.429 -3.260
C -0.270 0.665 -3.346
N -0.347 1.162 -4.597
S -1.129 1.388 -2.111
C 1.518 -2.997 -0.828
C 2.034 -4.288 -0.850
C 2.022 -5.027 0.328
C 1.517 -4.459 1.482
C 1.014 -3.160 1.422
N 1.019 -2.463 0.298
H 1.725 -3.298 -3.915
H 3.181 -3.167 -2.931
H 2.653 -1.788 -3.859
H 0.968 -0.797 -4.107
H 0.270 0.873 -5.338
H -0.863 2.015 -4.729
H 2.421 -4.728 -1.754
H 2.413 -6.034 0.331
H 1.499 -4.990 2.422
H 0.612 -2.669 2.297
C -1.097 6.272 1.178
C -2.410 5.582 0.809
S -2.376 3.890 0.180
C -2.192 2.892 1.673
C -0.837 2.925 2.360
S 0.566 2.185 1.491
C 0.971 3.399 0.197
C 1.284 4.808 0.715
S 0.274 6.135 0.011
H -0.743 5.959 2.161
H -1.300 7.342 1.264
H -2.902 6.155 0.023
H -3.078 5.608 1.674
H -2.405 1.859 1.378
H -2.961 3.181 2.394
H -0.907 2.347 3.285
H -0.555 3.936 2.650
H 0.164 3.441 -0.530
H 1.847 2.969 -0.294
H 2.314 5.073 0.476
H 1.210 4.867 1.802
C -3.040 -2.264 2.744
C -3.232 -0.837 2.234
C -3.859 0.047 3.312
O -2.035 -0.318 1.770
H -3.988 -2.755 2.971
H -2.435 -2.266 3.653
H -2.524 -2.869 1.993
H -3.968 -0.892 1.402
H -3.157 0.194 4.133
H -4.770 -0.394 3.718
H -4.117 1.025 2.908
C 4.454 1.739 5.872
Si 3.101 2.042 4.579
C 1.635 2.879 5.409
C 3.779 3.229 3.281
Ge 2.460 -0.052 3.626
Si 1.219 -1.225 5.259
C 2.047 -0.943 6.924
C 1.050 -3.090 5.008
C -0.489 -0.447 5.259
Si 4.179 -0.582 2.111
C 5.839 -0.092 2.848
C 3.858 0.443 0.556
C 4.318 -2.393 1.613
H 4.111 2.039 6.862
H 5.342 2.326 5.637
H 4.762 0.697 5.938
H 1.966 3.811 5.871
H 1.189 2.264 6.189
H 0.858 3.122 4.688
H 3.924 4.210 3.739
H 3.085 3.342 2.452
H 4.740 2.909 2.882
H 3.012 -1.448 6.979
H 1.419 -1.332 7.726
H 2.220 0.113 7.120
H 1.991 -3.558 4.720
H 0.284 -3.358 4.285
H 0.743 -3.528 5.960
H -0.435 0.586 5.601
H -1.174 -0.981 5.918
H -0.918 -0.438 4.254
H 5.838 0.898 3.298
H 6.608 -0.108 2.074
H 6.129 -0.799 3.624
H 3.655 1.482 0.812
H 2.987 0.059 0.019
H 4.712 0.421 -0.121
H 4.122 -3.064 2.447
H 5.336 -2.585 1.268
H 3.643 -2.651 0.804
N -5.680 -4.383 -1.781
C -4.591 -3.610 -1.546
C -4.658 -2.214 -1.597
C -3.525 -1.470 -1.361
N -2.324 -2.002 -1.104
C -2.266 -3.335 -1.062
C -3.338 -4.170 -1.271
H -6.592 -3.965 -1.825
H -5.649 -5.368 -1.586
H -5.592 -1.711 -1.805
H -3.578 -0.388 -1.396
H -1.295 -3.773 -0.852
H -3.207 -5.243 -1.215
```

## Properties
**Energy relative to the best compared isomer or geometry (same formula, charge and spin)**: 1.858 eV
**Spin multiplicity**: 2
**Net charge**: +1
**Expectation value of S²**: 0.7531
**Orbital gap (spin up / spin down)**: 5.463 / 6.977 eV
**Electronic energy**: -168467.226 eV



> Which value of electronic energy does entry 4 give?

-168467.226 eV



> What is the formula in the first record?

C31H61NO11Rb2



> The highest electronic energy belongs to which entry?

C31H61NO11Rb2



> Which value of electronic energy does entry 1 give?

-58459.437 eV